72
Properties=species:S:1:pos:R:3:forces:R:3 method="wB97M-V/def2-TZVPD" e_lumo_ev=-1.9 total_charge=+1 relative_energy_ev=0.167
K 0.796204 0.925558 -0.022428 -0.832 0.120 -0.266
O -0.888915 2.910378 -1.277334 -0.414 1.354 0.478
O -0.047587 3.550914 1.357813 -0.425 0.596 -0.976
O 0.963533 1.689882 -2.918880 -0.158 -0.061 0.006
O 2.275941 2.316957 1.471459 1.269 0.393 -0.397
O 3.126589 1.416592 -1.062685 1.217 0.591 -0.631
N 1.073784 -3.286392 1.811105 0.017 -0.091 0.301
N 0.522384 -1.778923 0.127538 -0.093 -0.900 -0.015
N -3.835045 -0.171077 -1.683453 0.620 0.415 -0.271
C -1.532444 3.989585 -0.497685 -0.957 -1.540 -0.576
C -0.669872 4.593496 0.569518 0.283 -0.545 0.388
C 0.895290 4.128248 2.215931 -0.420 1.115 1.054
C 3.665621 2.044433 1.246486 -0.115 -0.779 -0.657
C 3.395365 1.770870 -2.434090 -0.250 0.208 -0.506
C -5.756372 -1.070272 -0.585016 1.072 1.263 0.670
C 4.055746 2.168748 -0.266415 -1.194 -0.052 2.063
C 0.016988 -2.814929 2.711869 -0.695 -0.507 -1.300
C -3.637839 -1.369490 -2.217444 0.201 -1.354 0.383
C 3.053193 -4.246965 2.987645 0.794 1.130 1.134
C -1.356395 -3.390873 2.306722 -0.509 -0.206 -0.173
C -6.424064 -3.447625 -0.578447 -1.164 -0.349 -0.195
C -1.029308 2.947037 -2.725876 -0.130 0.495 0.956
C -4.414989 -2.483588 -1.905152 -0.582 0.021 0.538
C 1.755019 -4.499767 2.315851 -1.273 -0.404 -0.877
C 2.284618 -3.476914 -0.287510 -0.739 0.589 -0.260
C -5.490559 -2.348308 -1.002602 -0.245 0.020 -1.039
C 2.254971 1.389800 -3.412630 0.444 0.077 -0.226
C 2.027062 3.173045 2.563551 -1.664 -0.542 -0.160
C 1.232054 -2.796554 0.557007 -0.328 0.297 0.000
C 0.347150 2.909721 -3.349568 0.257 -0.185 -0.202
C -4.869556 -0.019485 -0.875916 -0.427 -0.616 -0.058
H 1.064938 -5.050841 3.002205 0.329 0.766 -0.452
H 3.003098 -3.364447 3.689094 -0.106 -0.830 -0.663
H 2.867163 3.756019 2.834383 1.070 0.553 0.259
H 3.871107 1.009140 1.581834 -0.023 0.363 -0.105
H 0.239715 2.948090 -4.452586 0.123 -0.189 0.364
H 2.445115 1.958932 -4.365595 -0.053 -0.670 0.707
H 2.044475 -4.516045 -0.404520 0.120 -0.586 -0.145
H 1.868086 -5.204118 1.485273 0.166 0.107 0.128
H 3.255217 -5.115097 3.608654 0.539 -0.082 -0.041
H -2.182009 -3.004418 2.944441 0.626 -0.318 -0.257
H 0.132102 5.210482 0.122699 -0.316 -0.142 0.197
H -7.349075 -3.527373 -1.222264 1.118 0.207 0.258
H 3.277344 -3.357616 0.126623 0.151 -0.061 0.151
H -1.596810 2.063152 -3.020528 -0.026 -0.002 -0.015
H -1.588639 3.852149 -3.046487 0.387 -0.467 0.144
H 5.096383 1.835554 -0.314220 -0.063 -0.116 -0.507
H 0.313280 -3.186174 3.662234 0.012 -0.080 1.028
H -2.725094 -1.569312 -2.796385 -0.465 0.565 -0.067
H 1.737964 2.568562 3.416920 -0.010 -0.188 0.277
H -2.494163 3.620499 -0.042904 0.974 -0.112 -0.393
H -4.954725 0.958596 -0.406861 -0.288 -0.123 -0.120
H -0.017354 -1.741453 2.754724 0.035 0.481 -0.130
H 2.246255 -2.995624 -1.257244 0.216 -0.065 -0.217
H 4.263042 2.722168 1.863166 0.191 -0.081 -0.324
H 2.292493 0.296523 -3.624733 -0.133 0.727 0.107
H 0.963978 3.764175 -3.043188 -0.155 0.006 0.073
H -1.378234 -4.499618 2.310710 0.168 0.514 0.430
H -1.840494 4.789600 -1.154149 0.012 0.331 -0.400
H 3.545936 2.874101 -2.478444 -0.039 -0.622 -0.003
H -4.197463 -3.456936 -2.322422 0.182 -0.010 -0.058
H -5.932272 -4.413043 -0.611308 0.028 -0.202 0.057
H 0.350054 4.395879 3.163246 0.698 0.061 -0.554
H 0.502135 -1.769111 -0.906938 0.591 0.090 0.723
H 3.877477 -4.037685 2.287899 -0.260 -0.264 0.268
H 4.326722 1.269106 -2.781866 -0.448 0.358 0.194
H -6.531600 -0.890041 0.123202 -0.618 0.128 0.318
H -1.622412 -3.150560 1.268150 0.276 0.347 0.277
H -6.865113 -3.299191 0.428771 0.643 0.068 -0.413
H 1.280194 5.085407 1.774855 -0.087 -0.798 0.268
H -1.345330 5.227743 1.205531 0.685 -0.348 -0.423
H 3.967961 3.218759 -0.541332 0.188 0.130 -0.124


33
Properties=species:S:1:pos:R:3:forces:R:3 method="wB97M-V/def2-TZVPD" e_lumo_ev=-0.4 smiles=O.O.O.O.O.O.O.O.O.O.O relative_energy_ev=1.882
O 2.467102 -1.012090 1.950405 -1.218 -0.592 0.041
O 0.437042 -0.928571 -2.710420 1.433 0.118 -1.062
O -1.295847 3.220589 1.169583 -0.263 1.881 -0.004
O -3.618085 -1.089615 -0.186102 1.726 0.018 0.981
O 0.093647 0.337445 -0.256522 1.576 -0.856 -0.672
O 1.191353 1.993494 2.312433 0.275 0.235 -0.742
O -1.636308 1.217745 -2.001289 -0.930 1.357 1.506
O -1.495505 0.400958 2.053612 -0.847 -1.022 0.508
O 2.744412 1.278565 -1.436425 1.633 0.279 -0.604
O 2.101572 -1.795622 -0.767551 0.102 -0.278 -0.196
O -1.135117 -2.212354 -0.304242 0.039 0.111 0.667
H 1.289654 2.517795 1.488504 -0.197 -0.359 0.791
H 2.666532 1.176909 -2.394111 -0.096 -0.015 0.279
H 1.113597 -1.139163 -2.028334 -0.785 -0.037 -0.134
H -0.437237 -1.120822 -2.423702 -0.732 -0.184 0.630
H -0.848788 -2.602906 0.535338 -0.087 -0.038 -0.315
H 1.882737 1.153805 -1.094046 -1.676 -0.351 0.421
H -2.888828 -1.717870 -0.352080 -0.226 0.615 0.242
H -1.062896 0.514603 2.905975 0.238 0.170 0.014
H 3.256523 -0.572895 1.676247 0.791 0.734 -0.212
H 1.708047 -0.497096 1.621701 0.363 0.276 0.263
H -2.242831 -0.214037 2.247898 0.595 0.859 -0.510
H -0.545841 0.701877 0.303308 -1.425 1.340 1.991
H -1.615019 0.819604 -2.836662 0.328 -0.830 -1.729
H -0.940035 0.852845 -1.442057 0.297 -0.061 -0.572
H -0.879747 -2.801460 -1.008465 0.298 -0.498 -0.309
H 1.823789 -2.644234 -0.427980 -0.030 -0.510 -0.099
H -4.306773 -1.440189 -0.697755 -1.793 -0.492 -1.053
H -0.862950 3.331536 0.331032 0.081 0.074 -0.669
H -1.183652 2.328557 1.409425 -0.020 -1.774 0.577
H 2.393145 -1.363321 0.037980 0.196 0.318 0.193
H -0.269771 -0.556951 -0.291336 0.377 -0.506 -0.299
H 2.096078 1.862869 2.615635 -0.022 0.017 0.076


50
Properties=species:S:1:pos:R:3:forces:R:3 method="wB97M-V/def2-TZVPD" e_lumo_ev=2.7 total_charge=-1 relative_energy_ev=3.285
O -0.540729 -1.101233 2.192227 -0.794 -0.964 0.659
O 4.548358 0.945865 0.729289 -1.977 0.000 0.938
O 0.125250 2.903797 -2.250971 -0.028 1.335 0.680
O 3.107250 0.252637 -1.710668 1.464 -0.055 -0.791
O 1.619766 4.348675 -0.150796 -1.057 3.589 5.423
O -4.409941 0.964919 -0.353369 1.481 -4.003 0.252
O 1.146634 0.235414 3.821913 -2.350 -0.568 -0.635
O 1.034550 -2.545157 1.626432 1.221 -0.458 0.359
O 2.335475 -0.202988 1.434328 -0.928 0.120 0.650
O 0.389004 0.622651 -3.633152 -0.419 0.121 -0.989
O 0.299352 2.266066 2.282972 -2.245 -1.171 2.872
O -2.175727 1.139002 1.327581 1.173 1.444 1.156
O -2.102093 1.552137 -1.649664 0.954 -0.456 -4.241
C -0.850216 -2.051644 -1.093129 -1.039 0.559 -0.174
C -1.157169 -3.259218 1.150011 -0.651 -1.053 0.252
C -0.498600 -0.810030 -0.711459 0.962 -0.890 -0.430
C -0.405334 -2.822729 -2.392159 0.574 -2.003 5.007
C -1.903398 -2.750381 -0.151590 0.485 0.455 0.350
C -0.147159 -2.249580 1.763737 -0.694 0.781 -1.313
H 1.601363 -0.529461 4.164931 0.362 -0.344 0.169
H -1.538690 1.846535 1.703996 -1.003 -1.704 -0.770
H 0.703172 4.584821 0.238833 2.378 -0.450 -0.931
H -0.266357 0.251757 -3.047741 -0.514 -0.178 0.353
H 4.196795 1.826754 0.914416 0.804 0.570 -0.390
H 0.644737 -2.646462 -2.662081 -0.587 0.178 -0.213
H -2.349881 1.697007 -0.801162 -0.498 0.484 4.540
H -0.475435 -3.910130 -1.895329 0.383 1.795 -1.829
H 0.832038 2.581164 1.624902 2.342 1.211 -2.819
H -2.950273 1.331380 -2.031436 -0.282 -0.132 -0.476
H 1.833856 -1.067576 1.379293 0.483 0.234 0.115
H 2.936626 0.021775 -0.793795 -0.035 0.082 0.309
H 1.213270 0.345267 -3.265657 1.212 -0.515 0.423
H 4.105159 0.314840 -1.752724 -1.815 0.008 0.304
H -1.849351 -3.529878 2.004998 0.267 0.184 -1.168
H -0.767373 2.541864 -2.102676 0.374 -0.114 -0.134
H -0.818344 -0.412089 0.268351 0.248 -0.077 -1.284
H -1.814906 0.310972 1.716264 -0.050 0.313 -0.144
H 3.659269 0.518212 1.045515 1.813 -0.498 -0.596
H -1.145683 -2.726539 -3.124459 -0.772 0.096 -1.397
H -0.641895 -4.219053 0.815949 -0.212 1.319 0.805
H 0.295477 -0.206627 3.353118 1.842 0.403 0.569
H 0.315355 -0.289392 -1.252882 -0.633 -0.168 0.494
H 0.670081 2.167042 -2.511529 -0.058 -0.399 -0.369
H -3.802752 0.079965 -0.109731 -2.353 3.883 -0.760
H -4.011919 1.662291 0.163356 0.286 -0.052 0.693
H -2.469489 -3.596495 -0.627603 0.692 0.690 0.334
H 1.965974 0.191854 2.273137 0.529 -0.657 -0.993
H -2.660828 -1.994674 0.145415 0.392 -0.363 -0.182
H 0.791467 1.576740 2.772278 -0.260 0.630 -0.206
H 1.383252 3.839951 -0.837495 -1.467 -3.210 -4.471


82
Properties=species:S:1:pos:R:3:forces:R:3 method="wB97M-V/def2-TZVPD" e_lumo_ev="3.8 / 3.8" total_charge=-2 s2=30.0113 spin_multiplicity=11
Fe -22.887460 -28.138120 30.267850 -0.953 -0.676 -2.492
Mn -26.072500 -31.554120 29.183450 1.203 -0.107 -0.918
S -23.612450 -27.453800 27.783050 -2.396 -1.939 -4.743
S -24.570490 -31.864280 26.960610 2.027 0.946 -4.616
S -24.847220 -30.140800 32.003810 0.458 0.956 -2.679
O -24.120920 -31.315120 28.264090 0.160 0.440 1.366
O -25.355040 -30.966700 30.921770 -1.191 -0.272 -1.076
O -24.005080 -29.065200 31.426240 -1.874 -0.836 1.891
O -24.039540 -26.109770 27.431160 -0.032 0.278 0.681
O -24.248980 -33.506200 32.009580 0.382 0.175 -0.172
O -25.499310 -29.032680 35.251370 -0.236 -0.655 1.485
O -25.595860 -33.570110 29.758480 -1.033 -1.826 -2.087
O -24.348650 -28.081890 28.900970 -4.548 -1.167 1.606
O -28.277900 -28.050800 33.339290 -0.595 1.524 0.783
O -23.880780 -33.122920 26.689740 0.020 -0.229 0.173
O -24.446050 -30.885380 25.851000 -0.332 -1.774 1.827
O -22.393740 -27.503490 28.554620 6.834 2.235 0.620
O -24.042080 -31.004700 32.769680 2.306 -1.802 2.314
O -22.325820 -30.133350 29.391630 2.600 1.899 2.279
O -25.942730 -29.649120 32.782860 -1.935 1.518 0.757
O -24.045870 -26.488460 30.953240 -1.077 0.902 1.506
O -23.567980 -28.368420 26.640650 0.158 1.524 0.955
O -22.667450 -31.798610 34.707970 0.790 0.370 1.089
O -26.000420 -32.140080 27.247520 -2.768 -0.441 0.262
O -28.097700 -31.949890 29.698930 -0.833 0.670 0.419
C -26.288880 -29.906890 36.090540 -0.035 0.955 -1.456
C -24.525210 -35.705570 32.388420 0.691 -1.274 0.729
C -28.467920 -31.322850 30.946990 0.585 -0.499 0.561
C -24.587350 -34.364800 33.050630 -1.373 0.283 -0.213
C -25.526150 -34.810560 28.930140 0.616 0.605 1.670
C -25.229430 -26.372720 31.823930 0.440 -1.303 -0.666
C -25.013560 -25.131350 32.611910 -0.067 0.143 0.714
C -22.313020 -30.516520 35.236750 0.739 -0.629 -0.364
C -25.923740 -33.926550 33.693140 -0.307 -0.479 0.659
C -21.432910 -30.965400 30.156210 -1.405 -0.394 0.017
C -26.435010 -26.454770 30.940550 -1.440 -0.030 -1.025
C -28.390330 -26.968340 34.294380 0.504 -0.755 0.211
B -21.198680 -27.754510 31.257410 1.940 0.411 1.303
H -21.058570 -28.453190 30.447190 1.089 -2.637 -2.909
H -21.155530 -30.692200 31.174310 -0.333 1.214 -0.093
H -24.977330 -33.705040 30.480150 0.484 0.344 0.877
H -20.288760 -27.517890 31.786840 3.235 0.718 1.691
H -21.608470 -26.849760 30.835820 -1.324 3.693 -1.552
H -22.124640 -31.781060 30.366700 1.007 -1.231 -0.273
H -21.917880 -28.146720 31.959670 -2.565 -1.550 2.866
H -27.369900 -28.362460 33.335270 0.405 -0.236 -0.137
H -24.748960 -36.468290 33.134270 0.022 -0.360 -0.140
H -24.272390 -32.629000 32.398890 0.293 1.187 -0.427
H -25.721300 -29.346710 34.371770 0.519 0.102 -0.904
H -24.907390 -24.285790 31.932310 -0.306 0.321 0.155
H -26.593920 -27.469690 30.576160 0.339 -0.151 0.139
H -25.831570 -33.057990 34.345220 0.417 0.454 -0.450
H -26.028860 -34.776580 27.963590 0.210 0.706 0.260
H -23.058430 -30.208540 35.969970 0.183 0.457 -0.049
H -26.414980 -25.879570 30.014890 0.599 0.370 -0.006
H -28.696500 -32.681070 29.530400 0.246 -0.098 -0.143
H -27.588170 -26.231230 34.330600 0.315 0.081 -0.990
H -29.325020 -26.422590 34.165470 -0.057 -0.337 -0.151
H -26.895140 -30.540660 35.443320 -0.223 -0.130 -0.069
H -23.238840 -31.520340 33.988470 -0.332 -0.308 -0.497
H -24.467520 -35.056880 28.848120 -0.042 0.176 -0.643
H -25.058860 -35.926300 31.463980 -0.635 0.630 0.286
H -21.299260 -30.536600 35.636740 -0.046 -0.465 0.703
H -22.838540 -30.721520 28.832370 -1.318 -0.354 -0.932
H -23.834240 -34.298160 33.835800 0.202 -0.225 0.150
H -26.307440 -34.642920 34.419560 0.169 -0.635 -0.059
H -26.758160 -33.755240 33.013080 0.290 0.058 -0.438
H -25.306520 -27.261210 32.450620 0.664 0.120 0.171
H -27.909080 -30.397560 31.087080 -0.443 0.270 -0.552
H -28.057340 -31.911790 31.767150 -0.309 -0.360 0.129
H -26.973480 -29.213240 36.578680 0.000 -0.582 0.941
H -24.096660 -25.203560 33.196870 0.084 -0.099 -0.096
H -25.825460 -25.022650 33.331000 -0.159 0.451 -0.150
H -28.293490 -27.338440 35.315040 -0.598 -0.406 0.221
H -24.144930 -25.635980 30.523040 0.837 -0.099 -1.052
H -22.141060 -29.808880 34.425720 -0.820 0.345 -0.126
H -20.488860 -31.117290 29.632950 -0.241 -0.594 -0.256
H -25.938690 -35.605950 29.550840 -0.455 -0.142 -0.088
H -27.391470 -26.182210 31.386660 0.133 0.088 0.644
H -25.697860 -30.604220 36.684270 0.129 0.482 0.479
H -29.550850 -31.232060 31.031420 0.138 0.287 -0.036
H -23.482750 -35.798930 32.084000 0.175 -0.300 0.136


In the order shown, the computed DFT total energy values come out to -2003.0417; -840.8110; -1225.3854; -5622.5493 Eh.